Record 1
Here is 5 unconnected molecules or ions with the total composition C6H21NO5 in a non-equilibrium geometry from OMol25. Energies are from wB97M-V/def2-TZVPD.

The geometry in XYZ format:
```
33
Properties=species:S:1:pos:R:3:forces:R:3:mulliken_charge:R:1
C -3.397727 -0.166988 -0.586083 0.2 -0.6 0.1 -0.890
C -2.305098 0.119822 0.114434 -0.5 1.1 -0.5 -0.235
C -1.092902 -0.732950 0.362112 -2.3 0.0 -0.8 -0.421
C -0.127542 -0.535597 -0.831085 1.8 -0.4 1.9 0.359
C 1.156280 -1.272702 -0.369191 0.4 0.7 0.1 -0.685
O 2.133799 -1.557496 -1.361316 -0.2 -0.5 -0.4 -0.590
N 0.136562 0.850638 -1.145670 -0.7 0.2 -1.0 -0.055
C 0.636942 1.094611 -2.508896 0.3 -0.2 1.2 -1.177
H -4.086192 0.609366 -0.886704 -0.2 0.0 0.2 0.267
H -3.629969 -1.174333 -0.915625 0.1 -0.1 -0.1 0.297
H -2.280723 1.180682 0.365233 0.4 -0.1 0.2 0.035
H -0.757310 -0.538519 1.380988 0.8 0.0 -0.3 0.135
H -1.469925 -1.763831 0.304977 0.5 0.5 0.4 0.390
H -0.491970 -1.040340 -1.720133 -0.4 0.1 0.0 0.312
H 0.894615 -2.208508 0.107265 0.0 -0.2 -0.1 0.417
H 1.643757 -0.642193 0.386220 -0.3 0.1 0.1 0.320
H 2.501622 -0.746850 -1.718305 -0.1 0.2 0.1 0.323
H 0.590245 1.398030 -0.433355 0.4 -0.4 0.1 0.160
H 1.629350 1.555883 -2.471397 -0.1 0.3 -0.1 0.313
H 0.800984 0.123497 -2.972394 -0.3 0.1 -0.5 0.422
H -0.062761 1.725546 -3.052869 0.1 -0.1 -0.4 0.297
O 0.990138 0.279705 3.111082 0.6 0.0 0.4 -0.601
H 1.630118 0.935236 3.423331 -0.3 0.3 0.0 0.303
H 1.610167 -0.411264 2.847815 -0.4 -0.3 -0.3 0.287
O 2.051452 2.189592 1.093868 0.0 -0.3 -0.1 -0.613
H 2.475742 2.827124 0.519805 0.0 0.3 0.0 0.243
H 1.137542 2.499727 1.292744 0.6 0.2 0.2 0.480
O -0.405858 2.627861 2.016626 -0.1 -0.4 0.2 -0.803
H -0.345281 1.788518 2.502944 0.2 0.1 0.3 0.389
H -0.812591 2.302856 1.214947 -0.6 0.2 -0.7 0.318
O -1.004831 -3.366769 -0.718983 0.1 -1.0 -0.7 -0.583
H -0.425803 -4.137651 -0.772431 0.0 0.0 0.3 0.284
H -1.226333 -3.238985 -1.648062 -0.2 0.2 0.0 0.301
```
Positions in Å, forces in eV/Å.

Computed properties:
Frontier orbital gap = 0.32244 hartree
SMILES = C=CC[C@H](CO)NC.O.O.O.O
ΔE to the lowest compared entry with this formula, charge and spin = 327.5 kJ/mol
E_LUMO = 0.0200 hartree

***

Record 2
Here is a molecular structure, C6H22BF4O5Ti2 in a non-equilibrium geometry from OMol25. Energies are from wB97M-V/def2-TZVPD.

The geometry in XYZ format:
```
40
Properties=species:S:1:pos:R:3:forces:R:3:lowdin_spin:R:1
Ti -0.831372 2.946144 2.493121 0.6 -0.4 -0.6 2.583
Ti -3.846792 1.241324 2.215721 0.2 -0.4 -0.1 3.066
B -1.580232 0.136334 0.877841 1.3 -2.9 -0.5 0.061
F -2.795672 0.028234 0.304801 -2.2 -0.8 -0.7 0.028
F -1.490442 1.494014 1.016691 1.9 3.7 0.0 0.135
F -1.607962 -0.350496 2.146071 -0.3 -0.4 1.6 0.040
F -0.547572 -0.536016 0.174831 -0.9 1.2 0.1 0.002
C -2.368322 0.301754 -3.331199 -0.1 1.0 0.6 0.000
O -3.438732 0.367274 -2.322159 1.2 -0.6 -1.3 0.002
H -2.726222 0.150674 -4.349619 -0.5 0.1 0.4 0.000
H -1.864402 1.266194 -3.267759 0.1 0.2 -0.5 0.000
H -1.570552 -0.424026 -3.173359 -0.4 -0.5 0.5 0.000
H -2.946922 0.375934 -1.497749 -0.4 -0.1 0.0 0.000
C 0.580888 -2.221476 -2.865249 1.1 0.1 1.3 0.000
O 0.481288 -3.434526 -3.539509 -0.2 -0.3 -0.5 0.000
H 0.650588 -1.365526 -3.536519 -0.6 -0.2 -0.1 0.000
H -0.123852 -2.153936 -2.036469 -0.9 0.5 -0.4 0.000
H 1.506138 -2.207336 -2.289209 0.7 0.2 -0.1 0.000
H 0.660888 -4.105046 -2.876369 -0.1 -0.3 -0.2 0.000
C -0.382992 -2.911096 3.302271 0.6 0.8 3.6 0.000
O -0.441172 -3.491996 2.102151 -0.6 -1.1 -2.8 0.000
H -0.358602 -3.632686 4.118851 0.1 -0.5 -0.3 0.000
H 0.552578 -2.363836 3.417661 0.0 0.6 0.2 0.000
H -1.240052 -2.296106 3.576741 -0.1 0.4 -0.3 0.000
H -0.583112 -2.769836 1.485761 0.0 -0.3 -0.5 0.000
C 2.558488 -0.826796 0.628081 1.3 -1.4 0.8 0.000
O 1.724768 -0.147146 1.556081 -0.3 1.1 -0.4 0.002
H 2.115318 -1.067406 -0.338259 -0.2 0.4 0.1 0.000
H 3.538578 -0.358926 0.535181 -0.3 0.6 -0.3 0.000
H 2.814918 -1.756976 1.135161 -0.1 -0.4 -0.4 0.000
H 0.842558 -0.216266 1.183901 -0.3 -0.5 0.1 0.000
C 1.460498 4.335104 0.164151 1.0 0.3 -1.0 0.010
C 1.332008 2.830694 0.152941 0.4 2.0 -1.3 0.006
O 1.245288 2.484284 1.472641 -1.9 -0.2 3.1 0.045
H 2.376598 4.654354 0.661101 -0.1 -0.1 0.2 0.000
H 0.623928 4.842844 0.644211 -0.3 0.0 -0.1 0.010
H 1.568298 4.687754 -0.861579 -0.3 0.2 0.0 0.001
H 2.252048 2.357504 -0.190149 -0.3 0.0 -0.9 0.000
H 0.413978 2.591474 -0.383809 0.2 -0.6 -0.4 0.002
H 1.445328 1.545574 1.492991 0.6 -1.5 0.8 0.002
```
Positions in Å, forces in eV/Å.

Computed properties:
Frontier orbital gap (spin up / spin down) = 0.22874 / 0.27029 hartree
Charge = +1
ΔE to the lowest compared entry with this formula, charge and spin = 111.0 kJ/mol
E_LUMO (spin up / spin down) = -0.1692 / -0.1754 hartree
2S+1 = 7

***

Record 3
Here is a molecular structure, C6H22BKO6 in a non-equilibrium geometry from OMol25. Energies are from wB97M-V/def2-TZVPD.

The geometry in XYZ format:
```
36
Properties=species:S:1:pos:R:3:forces:R:3:mulliken_charge:R:1
K -0.578902 0.235305 0.536138 -0.1 0.4 -0.8 0.758
B -1.216212 2.275578 -1.761914 0.2 0.8 -0.1 0.452
H -1.759501 1.266037 -1.895176 -1.3 -1.4 0.0 -0.333
H -1.767052 3.207846 -1.324312 -1.2 0.7 0.6 -0.219
H -0.331229 2.127298 -1.035418 1.8 -0.4 1.2 -0.446
H -0.778596 2.636504 -2.781162 0.6 0.1 -1.2 -0.206
C -0.260279 3.470481 2.425201 0.2 0.4 1.0 -0.238
C 0.486949 4.515253 3.249876 -0.5 0.5 -0.4 -0.578
O 1.007148 3.949820 4.448572 0.1 0.1 -0.5 -0.522
O 0.626021 2.372519 2.191594 -0.3 -0.6 -0.8 -0.580
H -0.638283 3.884173 1.492683 0.3 -0.2 -0.3 0.370
H -1.135984 3.170420 3.008203 0.0 -0.3 0.0 0.243
H -0.203158 5.331896 3.479593 0.0 -0.2 0.3 0.345
H 1.281661 4.996421 2.674697 0.1 -0.3 -0.1 0.299
H 1.847463 3.573148 4.163528 0.0 -0.1 0.4 0.321
H 0.615368 1.760896 2.932254 -0.1 0.4 0.4 0.327
C 0.833330 -3.946322 0.710837 -1.7 0.2 0.5 -0.035
C -0.485053 -3.638391 1.472404 -0.4 -1.6 -0.4 -0.624
O -0.824724 -2.266435 1.592212 0.4 0.6 0.2 -0.483
O 1.926687 -3.395251 1.404838 0.0 0.1 -0.1 -0.487
H 0.756887 -3.607625 -0.327346 0.2 0.1 0.1 0.033
H 0.867860 -5.037381 0.709731 0.5 0.0 0.0 0.329
H -0.495015 -4.191560 2.417865 0.5 0.7 0.4 0.395
H -1.349396 -4.133058 1.007870 0.3 0.3 -0.6 0.315
H -0.684786 -1.940560 2.486766 0.0 -0.5 0.1 0.315
H 1.686523 -2.470377 1.549340 0.3 -0.1 -0.1 0.282
C -0.128019 -0.775921 -2.861101 0.5 0.0 -0.7 -0.399
C 0.505374 -1.408899 -4.087889 0.6 -0.6 0.6 -0.503
O -0.325063 -2.453780 -4.573150 -0.7 -0.2 0.4 -0.531
O 0.051063 -1.614085 -1.695934 -0.9 0.0 -0.3 -0.421
H -1.182074 -0.606040 -3.080759 0.0 0.2 0.3 0.346
H 0.376729 0.160206 -2.634793 -0.2 0.1 -0.1 0.277
H 1.418546 -1.883577 -3.705017 0.3 0.3 -0.3 0.220
H 0.749510 -0.674269 -4.853600 -0.1 0.1 0.0 0.419
H -0.261698 -2.602946 -5.515321 0.3 0.2 -0.1 0.291
H -0.632096 -2.287325 -1.821312 0.3 -0.2 0.3 0.268
```
Positions in Å, forces in eV/Å.

Computed properties:
Frontier orbital gap = 0.26650 hartree
ΔE to the lowest compared entry with this formula, charge and spin = 110.5 kJ/mol
E_LUMO = -0.0325 hartree